Molecular formula: C78H168As4F24N8O10
Method: DFT, ωB97M-V/def2-TZVPD

Each line ends with the Löwdin charge.
Cartesian coordinates (Å):
C1 2.85 -5.64 2.02  -0.0712
C2 1.49 -5.66 2.77  -0.2072
C3 1.65 -4.64 3.90  -0.1447
N1 0.46 -4.44 4.76  -0.2636
C4 0.79 -3.42 5.82  -0.0909
C5 -0.28 -3.29 6.86  -0.1743
C6 -0.48 -4.62 7.53  -0.1863
C7 -0.90 -5.58 6.47  -0.1787
C8 0.12 -5.68 5.39  -0.1539
C9 -0.70 -3.97 3.90  0.0639
H1 3.03 -4.60 1.73  0.0548
H2 2.73 -6.23 1.10  0.0767
H3 3.54 -6.01 2.75  0.0655
H4 1.29 -6.63 3.21  0.1054
H5 0.63 -5.56 2.13  0.0635
H6 1.93 -3.72 3.45  0.0906
H7 2.46 -5.01 4.51  0.1337
H8 1.80 -3.69 6.08  0.1378
H9 0.89 -2.52 5.22  0.1085
H10 0.02 -2.49 7.55  0.1111
H11 -1.23 -2.89 6.49  0.0741
H12 0.42 -4.95 8.06  0.1225
H13 -1.32 -4.57 8.25  0.1301
H14 -1.14 -6.57 6.85  0.1267
H15 -1.89 -5.26 6.12  0.1268
H16 1.04 -6.09 5.83  0.1554
H17 -0.24 -6.38 4.63  0.1472
H18 -0.90 -4.82 3.27  0.0681
H19 -0.43 -3.06 3.38  0.1112
H20 -1.51 -3.70 4.55  0.0770
C10 5.59 -0.30 -3.02  -0.0642
C11 7.14 -0.22 -2.94  -0.1748
C12 7.50 1.04 -3.74  -0.1642
N2 8.92 1.23 -4.05  -0.3008
C13 9.00 2.40 -4.94  -0.1173
C14 8.86 3.77 -4.26  -0.1388
C15 9.76 3.98 -3.03  -0.1575
C16 9.43 2.74 -2.16  -0.1646
C17 9.74 1.43 -2.86  -0.1239
C18 9.43 0.03 -4.80  0.0290
H21 5.24 0.65 -2.67  0.0559
H22 5.30 -1.10 -2.36  0.0568
H23 5.22 -0.59 -4.00  0.0825
H24 7.52 -1.16 -3.36  0.1057
H25 7.44 -0.05 -1.94  0.0940
H26 7.02 1.89 -3.24  0.0999
H27 7.16 1.04 -4.76  0.1237
H28 8.25 2.22 -5.72  0.1299
H29 9.97 2.41 -5.44  0.1319
H30 7.85 3.90 -3.90  0.0853
H31 9.07 4.50 -5.04  0.1322
H32 9.52 4.91 -2.47  0.1198
H33 10.84 4.03 -3.05  0.1013
H34 8.38 2.87 -1.88  0.0984
H35 9.94 2.70 -1.20  0.1178
H36 9.52 0.62 -2.15  0.1340
H37 10.81 1.37 -3.16  0.1565
H38 9.55 -0.76 -4.07  0.0960
H39 10.42 0.24 -5.23  0.1168
H40 8.71 -0.24 -5.58  0.1202
C19 0.04 4.65 1.43  -0.0598
C20 1.09 3.61 1.01  -0.2097
C21 2.32 4.39 0.51  -0.1409
N3 3.54 3.67 0.14  -0.3106
C22 4.52 4.65 -0.15  -0.1307
C23 5.95 4.11 -0.39  -0.1630
C24 6.39 3.15 0.64  -0.1968
C25 5.32 2.10 0.85  -0.1428
C26 3.99 2.80 1.22  -0.1000
C27 3.22 2.92 -1.11  0.0452
H41 -0.87 4.14 1.73  0.0504
H42 -0.10 5.33 0.59  0.0777
H43 0.41 5.26 2.25  0.0766
H44 0.75 2.97 0.18  0.0700
H45 1.37 2.96 1.84  0.0880
H46 2.63 5.17 1.23  0.1399
H47 2.01 4.91 -0.41  0.1433
H48 4.50 5.37 0.67  0.1369
H49 4.17 5.21 -1.00  0.1509
H50 6.57 4.97 -0.49  0.1153
H51 5.97 3.74 -1.43  0.0757
H52 6.68 3.59 1.61  0.1291
H53 7.28 2.71 0.20  0.1012
H54 5.53 1.49 1.75  0.1215
H55 5.23 1.41 0.03  0.1014
H56 4.14 3.42 2.09  0.1545
H57 3.21 2.05 1.31  0.0888
H58 4.15 2.80 -1.64  0.0759
H59 2.42 3.45 -1.65  0.1038
H60 2.78 1.98 -0.81  0.0923
C28 1.36 0.37 -2.68  -0.0681
C29 0.51 0.25 -1.40  -0.2013
C30 -0.98 0.27 -1.77  -0.0953
N4 -2.00 0.49 -0.66  -0.2418
C31 -1.78 1.75 0.12  -0.0955
C32 -2.80 1.88 1.20  -0.1518
C33 -2.83 0.70 2.12  -0.1380
C34 -2.85 -0.65 1.33  -0.1302
C35 -1.86 -0.68 0.19  -0.1256
C36 -3.28 0.58 -1.37  0.0134
H61 1.08 -0.40 -3.38  0.0489
H62 2.38 0.21 -2.33  0.0624
H63 1.31 1.40 -3.03  0.0600
H64 0.76 1.09 -0.74  0.0715
H65 0.79 -0.70 -0.91  0.0817
H66 -1.34 -0.64 -2.27  0.0990
H67 -1.07 1.20 -2.31  0.1088
H68 -0.77 1.72 0.51  0.1072
H69 -1.85 2.52 -0.65  0.1290
H70 -2.47 2.81 1.68  0.0947
H71 -3.77 2.19 0.80  0.1174
H72 -1.91 0.69 2.70  0.0829
H73 -3.69 0.66 2.78  0.0955
H74 -2.62 -1.51 1.96  0.1040
H75 -3.89 -0.86 1.00  0.0867
H76 -0.85 -0.66 0.60  0.1279
H77 -1.91 -1.57 -0.44  0.1350
H78 -4.06 0.34 -0.70  0.0757
H79 -3.31 -0.22 -2.11  0.1103
H80 -3.38 1.51 -1.92  0.1013
C37 0.49 5.56 5.95  -0.0819
C38 0.61 4.17 5.37  -0.2314
C39 -0.04 3.24 6.36  -0.1311
N5 -0.09 1.82 5.90  -0.2619
C40 -0.64 1.01 6.93  -0.1848
C41 0.11 0.90 8.23  -0.1670
C42 1.47 0.28 8.01  -0.1478
C43 2.07 1.14 6.84  -0.1452
C44 1.27 1.31 5.56  -0.1105
C45 -0.98 1.62 4.73  0.0016
H81 0.75 5.59 7.01  0.0741
H82 -0.54 5.92 5.89  0.0890
H83 1.20 6.28 5.50  0.0813
H84 1.64 3.88 5.18  0.1023
H85 0.09 4.13 4.42  0.0985
H86 -1.06 3.51 6.52  0.1213
H87 0.50 3.34 7.31  0.1280
H88 -1.69 1.31 7.10  0.1459
H89 -0.67 -0.03 6.53  0.1272
H90 0.21 1.85 8.77  0.1195
H91 -0.50 0.26 8.87  0.1244
H92 2.02 0.44 8.92  0.1111
H93 1.42 -0.74 7.66  0.0922
H94 2.41 2.12 7.21  0.1189
H95 2.99 0.63 6.52  0.1204
H96 1.69 1.98 4.81  0.1208
H97 1.15 0.35 5.04  0.1204
H98 -0.59 2.06 3.84  0.0994
H99 -1.93 2.05 5.03  0.0823
H100 -1.16 0.54 4.60  0.0850
C46 4.00 -7.05 -6.08  -0.0729
C47 3.11 -5.85 -5.62  -0.2177
C48 3.39 -5.47 -4.19  -0.1510
N6 2.44 -4.46 -3.60  -0.2683
C49 1.16 -5.16 -3.36  -0.0791
C50 0.08 -4.33 -2.60  -0.1021
C51 0.63 -3.80 -1.25  -0.1429
C52 1.91 -3.05 -1.59  -0.1670
C53 2.93 -3.89 -2.32  -0.1152
C54 2.42 -3.41 -4.58  -0.0283
H101 4.35 -6.88 -7.09  0.0683
H102 3.44 -7.99 -6.13  0.0724
H103 4.87 -7.21 -5.45  0.0703
H104 2.07 -6.08 -5.85  0.1102
H105 3.39 -4.98 -6.21  0.0959
H106 4.37 -4.95 -4.16  0.1437
H107 3.48 -6.39 -3.56  0.1476
H108 1.41 -6.08 -2.82  0.1424
H109 0.76 -5.52 -4.30  0.1278
H110 -0.69 -5.03 -2.34  0.1180
H111 -0.29 -3.48 -3.18  0.0766
H112 0.72 -4.62 -0.52  0.1202
H113 0.02 -3.02 -0.73  0.0954
H114 2.47 -2.68 -0.71  0.1152
H115 1.76 -2.19 -2.21  0.0755
H116 3.24 -4.69 -1.68  0.1304
H117 3.85 -3.39 -2.47  0.1193
H118 3.38 -3.38 -5.08  0.0999
H119 2.08 -2.48 -4.11  0.0911
H120 1.73 -3.58 -5.41  0.1184
C55 -5.73 -2.72 -2.15  -0.0659
C56 -6.48 -2.38 -0.85  -0.2122
C57 -5.67 -3.10 0.20  -0.1518
N7 -6.21 -2.98 1.57  -0.2684
C58 -7.47 -3.72 1.57  -0.1237
C59 -7.97 -4.03 2.94  -0.1765
C60 -6.97 -4.85 3.65  -0.1891
C61 -5.73 -3.99 3.79  -0.1817
C62 -5.19 -3.61 2.45  -0.1078
C63 -6.51 -1.62 1.86  -0.0076
H121 -4.68 -2.49 -2.12  0.0636
H122 -6.14 -2.11 -2.96  0.0609
H123 -5.84 -3.82 -2.31  0.0942
H124 -7.50 -2.81 -0.92  0.1157
H125 -6.61 -1.33 -0.70  0.0673
H126 -4.66 -2.73 0.24  0.1181
H127 -5.64 -4.17 -0.07  0.1441
H128 -7.22 -4.61 1.01  0.1471
H129 -8.12 -3.16 0.90  0.1258
H130 -8.96 -4.44 2.80  0.1187
H131 -8.27 -3.15 3.54  0.1293
H132 -6.79 -5.84 3.22  0.1320
H133 -7.30 -4.96 4.68  0.1149
H134 -4.88 -4.54 4.27  0.1343
H135 -6.00 -3.18 4.49  0.1049
H136 -4.75 -4.54 1.98  0.1153
H137 -4.40 -2.88 2.62  0.1218
H138 -5.64 -0.97 1.87  0.0986
H139 -6.91 -1.45 2.84  0.1130
H140 -7.24 -1.23 1.17  0.1001
C64 -3.65 6.16 -7.08  -0.0894
C65 -3.76 4.91 -6.22  -0.2096
C66 -5.21 4.49 -6.07  -0.1987
N8 -5.45 3.44 -5.15  -0.3110
C67 -4.42 2.37 -5.28  -0.0878
C68 -4.77 1.18 -4.39  -0.1477
C69 -6.18 0.67 -4.71  -0.1574
C70 -7.24 1.76 -4.58  -0.1401
C71 -6.83 2.98 -5.37  -0.1272
C72 -5.36 3.96 -3.79  0.0294
H141 -4.20 6.07 -8.01  0.0679
H142 -2.66 6.48 -7.39  0.0794
H143 -4.08 7.04 -6.58  0.0808
H144 -3.37 5.09 -5.22  0.0850
H145 -3.25 4.06 -6.72  0.1224
H146 -5.61 4.26 -7.04  0.1383
H147 -5.83 5.27 -5.68  0.1356
H148 -4.28 2.08 -6.33  0.1502
H149 -3.48 2.79 -4.92  0.1168
H150 -4.00 0.42 -4.61  0.1134
H151 -4.74 1.35 -3.34  0.0554
H152 -6.16 0.42 -5.79  0.1223
H153 -6.36 -0.20 -4.07  0.0862
H154 -8.24 1.45 -4.91  0.1226
H155 -7.44 2.03 -3.56  0.1061
H156 -6.96 2.80 -6.46  0.1417
H157 -7.37 3.91 -5.31  0.1291
H158 -6.28 4.54 -3.65  0.1294
H159 -4.45 4.55 -3.70  0.1050
H160 -5.35 3.14 -3.05  0.0741
As1 -0.57 4.34 -3.15  0.8091
F1 -1.31 5.56 -4.11  -0.2458
F2 -0.53 3.20 -4.54  -0.2817
F3 0.17 3.14 -2.05  -0.2619
F4 -0.73 5.45 -1.86  -0.2331
F5 -2.19 3.67 -2.77  -0.2674
F6 1.02 4.97 -3.57  -0.2564
As2 -3.66 -1.21 6.05  0.8536
F7 -2.58 -1.41 7.50  -0.2777
F8 -3.38 0.48 6.03  -0.2177
F9 -4.69 -1.14 4.64  -0.2380
F10 -3.92 -2.98 6.06  -0.2713
F11 -4.99 -1.02 7.06  -0.2050
F12 -2.14 -1.38 4.95  -0.3104
As3 -4.13 4.52 4.27  0.7800
F13 -3.07 4.83 2.84  -0.2912
F14 -3.88 6.16 4.83  -0.2709
F15 -5.05 4.29 5.69  -0.2385
F16 -4.33 2.82 3.80  -0.2648
F17 -2.61 4.05 5.16  -0.3002
F18 -5.42 4.94 3.29  -0.2167
As4 2.62 -0.86 2.22  0.8229
F19 1.46 -1.79 1.26  -0.2535
F20 1.63 0.59 2.03  -0.2577
F21 3.71 0.17 3.17  -0.2577
F22 3.54 -2.32 2.52  -0.2522
F23 3.50 -0.55 0.75  -0.2414
F24 1.72 -1.35 3.66  -0.2701
O1 -6.49 1.14 0.11  0.0678
C73 -6.03 1.43 -1.09  -0.8316
O2 -6.24 0.47 -1.87  -0.0420
O3 -5.37 2.48 -1.34  -0.0490
H161 -6.30 1.76 0.91  0.1700
O4 -2.43 -4.21 0.49  0.0789
C74 -2.44 -5.35 1.26  -0.8277
O5 -1.33 -5.81 1.61  -0.0706
O6 -3.53 -5.83 1.40  0.0192
H162 -1.69 -3.71 0.34  0.0116
C75 3.99 3.45 -4.90  -0.0093
C76 5.41 3.25 -4.45  -0.7053
O7 6.29 3.33 -5.29  -0.0187
O8 5.54 3.15 -3.17  -0.1461
H163 3.56 4.41 -4.57  0.0806
H164 3.31 2.75 -4.42  0.0647
H165 3.85 3.37 -5.97  0.0711
C77 -1.63 -0.86 -5.79  -0.0226
C78 -1.11 -1.62 -4.58  -0.7381
O9 0.08 -2.06 -4.62  -0.1139
O10 -1.92 -1.84 -3.67  -0.0589
H166 -2.68 -1.17 -6.01  0.0775
H167 -0.91 -0.98 -6.63  0.0787
H168 -1.64 0.22 -5.55  0.0663

Properties
LUMO energy   -0.434 eV
Charge   0
E_tot   -424594.21804 eV